A molecular structure, C28H52FMgN4O10P2SeSi4, computed with ωB97M-V with the def2-TZVPD basis set.

## Properties
strongest force on any atom	0.9	eV/A
M	901.30	g/mol
E_tot	-179924.66674	eV
total charge	-1

Last column: Löwdin charge in e.
Cartesian coordinates (Å):
1 Mg 0.0171 -0.1309 -0.4475  0.4055
2 C -0.3825 -4.6740 -2.2836  -0.0780
3 C -1.0225 -3.6766 -1.3268  -0.5286
4 O -2.0892 -4.3262 -0.5838  -0.1068
5 P 0.1269 -3.2543 0.0370  0.4808
6 O 1.6248 -3.3728 -0.4129  -0.1462
7 O 0.0232 -4.5230 0.9905  -0.1013
8 O -0.2016 -1.9551 0.6903  -0.3172
9 P -1.7088 -2.1917 -2.2825  0.3678
10 O -3.3142 -2.5091 -2.1046  -0.1638
11 O -1.2920 -2.3264 -3.6827  -0.2761
12 O -1.5225 -0.9353 -1.4617  -0.3594
13 H 0.0010 -5.5361 -1.7333  0.0813
14 H 0.4333 -4.2074 -2.8338  0.0769
15 H -1.1284 -5.0047 -3.0059  0.0857
16 H -2.9167 -3.9310 -0.9002  0.0667
17 H 1.9573 -2.5882 -0.9245  -0.0464
18 H -0.8942 -4.8421 0.9455  0.0757
19 H -3.6831 -1.8180 -1.5371  0.0514
20 C 6.2061 4.5826 0.3818  -0.0655
21 C 4.8417 4.7147 1.0417  -0.1957
22 N 4.0602 3.4864 0.9566  -0.0320
23 C 3.1446 3.3582 -0.0428  0.0310
24 C 2.3318 2.2957 -0.2536  -0.0188
25 C 1.3241 2.4407 -1.4061  -0.6365
26 O 1.4858 3.4152 -2.1361  0.0201
27 O 0.4024 1.5790 -1.4491  -0.1023
28 C 2.4362 1.1774 0.6350  -0.3013
29 O 1.7286 0.1662 0.6622  -0.0681
30 C 3.4975 1.2750 1.6588  -0.0283
31 C 3.6608 0.1832 2.5122  0.0906
32 C 4.5462 0.2812 3.5398  -0.1932
33 F 4.6846 -0.7346 4.4388  0.0488
34 C 5.2981 1.4360 3.7535  -0.1881
35 C 5.1685 2.5050 2.8970  0.0686
36 C 4.2561 2.4379 1.8303  -0.1164
37 N 6.1389 1.5491 4.9130  -0.0971
38 C 7.1492 0.5187 5.0465  -0.1554
39 C 8.1342 0.9369 6.1174  -0.0886
40 N 7.3643 1.1097 7.4051  0.0538
41 C 6.2560 2.1249 7.2638  -0.0872
42 C 5.3554 1.6845 6.1305  -0.1452
43 H 6.7557 5.5225 0.4497  0.0743
44 H 6.0925 4.3261 -0.6713  0.0852
45 H 6.8015 3.7998 0.8540  0.0670
46 H 4.2546 5.4936 0.5585  0.1243
47 H 4.9299 5.0044 2.0899  0.1101
48 H 3.0397 4.1970 -0.7216  0.1446
49 H 3.0413 -0.6917 2.3573  0.1542
50 H 5.7802 3.3777 3.0745  0.1116
51 H 7.6749 0.3989 4.1002  0.1507
52 H 6.7295 -0.4655 5.3093  0.1302
53 H 8.5858 1.9019 5.8958  0.1376
54 H 8.9038 0.1879 6.2951  0.1352
55 H 7.9898 1.3671 8.1671  0.1776
56 H 6.9459 0.2085 7.6498  0.1812
57 H 6.7368 3.0758 7.0411  0.1382
58 H 5.7348 2.1777 8.2177  0.1365
59 H 4.5798 2.4344 5.9815  0.1510
60 H 4.8458 0.7454 6.4047  0.1387
61 Se 2.4512 -0.8532 -2.3629  0.6183
62 C 3.1448 -2.3988 -3.0761  -0.8934
63 N 3.6027 -3.3637 -3.5249  -0.0129
64 C -2.0985 1.8007 5.1886  -0.2309
65 Si -1.0703 0.9811 3.8173  0.3012
66 C 0.7150 1.5159 4.2360  -0.2248
67 C -1.1225 -0.8785 4.1850  -0.2274
68 Si -1.5268 1.3297 1.5649  0.4256
69 Si -3.7001 0.5310 1.3109  0.3049
70 C -5.0474 1.0508 2.5420  -0.2285
71 C -3.6899 -1.3653 1.3575  -0.2221
72 C -4.3399 1.0213 -0.4029  -0.2301
73 Si -1.7092 3.6450 1.4110  0.3027
74 C -0.0851 4.4739 1.9753  -0.2285
75 C -3.0577 4.5549 2.3891  -0.2309
76 C -1.9654 4.1558 -0.3895  -0.2157
77 H -1.7321 1.4989 6.1763  0.0138
78 H -3.1517 1.5222 5.1144  0.0050
79 H -2.0446 2.8906 5.1236  0.0045
80 H 0.9725 1.2187 5.2605  0.0134
81 H 0.8407 2.5982 4.1447  0.0037
82 H 1.4110 1.0366 3.5473  -0.0051
83 H -0.6203 -1.1158 5.1298  0.0141
84 H -0.6489 -1.4401 3.3763  0.0120
85 H -2.1571 -1.2239 4.2618  0.0116
86 H -4.7862 0.7399 3.5564  0.0030
87 H -6.0047 0.5858 2.2823  0.0184
88 H -5.1842 2.1342 2.5516  0.0049
89 H -3.7084 -1.7310 2.3877  0.0147
90 H -2.7900 -1.7614 0.8824  -0.0037
91 H -4.5753 -1.7683 0.8513  0.0242
92 H -4.6914 2.0566 -0.4093  0.0124
93 H -5.1837 0.3867 -0.6976  0.0201
94 H -3.5520 0.9272 -1.1531  0.0191
95 H -0.0427 4.5348 3.0670  0.0057
96 H -0.0166 5.4912 1.5761  0.0186
97 H 0.7845 3.9080 1.6322  -0.0023
98 H -2.9879 4.3489 3.4599  0.0024
99 H -4.0503 4.2387 2.0596  0.0074
100 H -2.9810 5.6371 2.2388  0.0171
101 H -1.2448 3.6697 -1.0500  0.0137
102 H -1.8698 5.2407 -0.5067  0.0216
103 H -2.9648 3.8690 -0.7279  0.0125